1.
Density functional theory data (wB97M-V/def2-TZVPD) for a structure of composition C22H28N5O3ReS.

Last column: Löwdin charge in e.
Geometry (Å):
Re -0.63675 0.17468 0.02407  1.67
S -4.75503 1.71943 0.00480  1.20
O 0.02925 0.25522 1.91388  -0.12
O -0.00188 0.25642 -1.89535  -0.13
O 1.64629 0.10237 -0.00121  -0.25
N -1.17840 -6.07124 -0.02989  0.20
N 1.50862 0.38898 -3.56097  -0.09
N -0.84063 2.33202 0.01391  -0.04
N -0.67421 -1.94491 0.01390  -0.13
N 1.56159 0.35848 3.55987  -0.09
C 1.25091 0.31007 2.29842  -0.32
C -2.58767 0.30877 0.01224  -0.34
C -2.13491 2.74622 0.01665  -0.25
C -4.89254 -0.00343 -0.00459  -0.32
C 0.53618 0.32999 4.61454  0.04
C -0.60489 -2.66463 -1.13554  -0.11
C -0.14152 4.61646 0.01400  0.00
C -0.93090 -2.64977 1.14633  -0.12
C -1.01658 -4.75233 -0.01603  -0.28
C -1.46220 5.03832 0.01852  0.01
C -3.68778 -0.61984 -0.00201  -0.15
C 2.33326 0.33194 1.22331  -0.05
C -0.76291 -4.01738 -1.19808  0.02
C -1.09471 -4.00242 1.18165  0.02
C 0.47234 0.36532 -4.60429  0.04
C 0.12132 3.25879 0.00774  -0.08
C 1.20868 0.32663 -2.29523  -0.34
C -3.07730 1.63723 0.01142  -0.48
C -2.47296 4.08950 0.01775  0.03
C 2.89721 0.43115 -4.04269  0.03
C 2.30902 0.34622 -1.23803  -0.05
C 2.95290 0.39440 4.03397  0.03
H -1.37799 -6.58550 0.81268  0.14
H 3.08094 -0.44553 1.39311  0.16
H -3.51218 4.38932 0.01733  0.13
H 3.05881 -0.42481 -1.42676  0.16
H 3.25782 -0.57896 -4.23660  0.12
H -0.70308 -4.51599 -2.15566  0.13
H 0.62838 -0.51203 -5.23076  0.12
H -0.51243 0.33386 -4.15350  0.10
H 2.82750 1.30954 1.21643  0.16
H -0.45377 0.30344 4.17532  0.10
H 3.54761 0.93498 -3.33228  0.10
H -5.87623 -0.44706 -0.01154  0.10
H 0.69916 -0.55193 5.23269  0.12
H 3.61330 0.83879 3.29440  0.10
H -1.14243 -6.59649 -0.88838  0.14
H -3.57757 -1.69441 -0.00764  0.11
H 1.14187 2.89452 -0.00010  0.11
H 0.57380 1.26195 -5.21270  0.12
H -1.29704 -4.48920 2.12576  0.13
H -1.01874 -2.07363 2.05814  0.12
H 0.67408 5.32503 0.01230  0.13
H 0.64714 1.22230 5.22765  0.12
H 2.91331 0.99593 -4.97090  0.11
H -0.43433 -2.10194 -2.04286  0.11
H 2.79808 1.32638 -1.23059  0.15
H -1.70295 6.09273 0.02024  0.14
H 3.28625 -0.61324 4.28149  0.12
H 2.98685 1.00931 4.92964  0.12

Atomic forces in eV per Å
Re -0.4 -0.3 0.3
S 0.1 -0.1 0.0
O 0.2 0.0 -0.2
O 0.3 0.0 -0.1
O -0.1 0.1 0.0
N 0.0 0.0 0.0
N 0.1 0.0 0.0
N -0.2 0.0 0.0
N 0.0 0.2 -0.1
N 0.0 0.0 -0.1
C 0.0 0.0 0.1
C -0.2 0.2 0.0
C 0.0 0.1 0.0
C 0.1 0.0 0.0
C 0.0 0.0 0.0
C 0.0 -0.1 0.0
C 0.0 0.0 0.0
C -0.1 -0.1 0.0
C 0.0 0.0 0.0
C 0.0 0.0 0.0
C 0.0 -0.1 0.0
C 0.0 0.0 0.1
C 0.0 0.1 0.0
C 0.0 0.1 0.0
C 0.0 0.0 0.0
C 0.1 0.0 0.0
C -0.1 0.0 0.0
C 0.1 0.0 0.0
C 0.1 -0.1 0.0
C 0.0 0.0 0.0
C 0.0 0.0 -0.1
C 0.0 0.0 0.0
H 0.0 0.0 0.0
H 0.0 0.0 0.0
H 0.0 0.0 0.0
H 0.0 0.0 0.0
H 0.0 0.0 0.0
H 0.0 0.0 0.0
H 0.0 0.0 0.0
H 0.0 0.0 0.0
H 0.0 0.0 0.0
H 0.0 0.0 0.0
H 0.0 0.0 0.0
H 0.0 0.0 0.0
H 0.0 0.0 0.0
H 0.0 0.0 0.0
H 0.0 0.0 0.0
H 0.0 0.0 0.0
H 0.0 0.0 0.0
H 0.0 0.0 0.0
H 0.0 0.0 0.0
H 0.0 0.0 0.0
H 0.0 0.0 0.0
H 0.0 0.0 0.0
H 0.0 0.0 0.0
H 0.0 0.0 0.0
H 0.0 0.0 0.0
H 0.0 0.0 0.0
H 0.0 0.0 0.0
H 0.0 0.0 0.0

Calculated values
total charge = +3
Kohn-Sham gap (alpha / beta) = 6.465 / 6.671 eV
HOMO (alpha / beta) = -16.5308 / -16.3724 eV
2S+1 = 2

***

2.
Density functional theory data (wB97M-V/def2-TZVPD) for a structure of composition C26H26BrCaN2O3S2SeSi.

Last column: Löwdin charge in e.
Geometry (Å):
Br 3.51999 -0.18408 1.40461  0.78
Se 0.31992 -3.34749 1.12348  0.15
Ca 1.00694 -0.80872 -0.13702  0.88
S 1.28070 1.47724 -2.44118  0.68
S -1.30517 3.02146 -5.24033  0.62
Si -0.84929 -4.04858 2.87787  -0.03
O -2.60168 2.40631 -5.33596  -0.31
O 2.88217 -1.02195 -1.72892  -0.25
O -0.77136 3.65754 -6.41207  -0.31
N 0.34622 -1.99364 -2.15751  -0.01
N -0.21455 1.96427 -4.61184  -0.10
C 0.78924 2.25238 3.45851  -0.18
C 0.02437 -5.51949 3.64460  -0.26
C -0.49637 3.56826 -2.89675  -0.23
C -1.16744 -3.52099 -3.20263  -0.05
C -0.20572 -3.82969 -4.15176  -0.06
C -0.45189 2.89557 3.22352  -0.07
C -1.05446 5.35211 -1.42552  -0.07
C 1.50313 2.48116 4.66221  -0.05
C -1.13174 2.66451 2.06460  -0.10
C -0.36757 4.16362 -1.65467  -0.03
C -1.84087 5.92908 -2.42161  -0.08
C -0.84389 -2.61105 -2.21961  -0.15
C 1.03048 -3.21712 -4.08222  -0.02
C -1.08088 -2.76690 4.22209  -0.24
C -0.62193 1.74328 1.11577  -0.18
C 0.14747 2.30314 -3.40408  -0.79
C 2.71564 1.89765 4.88298  -0.10
C 1.26813 -2.29443 -3.07400  -0.25
C -2.56763 -4.60054 2.36339  -0.25
C 0.56948 1.06169 1.26217  -0.25
C 3.28904 1.07795 3.88598  -0.15
C -1.30240 4.13277 -3.86302  -0.23
C 2.59695 0.85263 2.73518  -0.57
C 1.30274 1.37782 2.45569  -0.25
C -1.97956 5.31725 -3.66214  -0.04
C 2.59608 -1.57979 -3.01404  -0.20
H 0.97441 -5.19862 4.08231  0.02
H -3.06665 -5.14244 3.17681  0.02
H -2.35614 6.86173 -2.22506  0.10
H -1.22636 1.57833 0.22176  0.08
H 4.27043 0.64486 4.02779  0.09
H 1.06435 3.13599 5.40790  0.10
H -0.58096 -5.98848 4.43030  0.02
H -0.41486 -4.55031 -4.93261  0.11
H -1.60837 -3.21258 5.07509  0.02
H -0.11957 -2.38096 4.57256  0.02
H -2.14279 -3.98673 -3.21250  0.11
H 3.25555 2.06764 5.80667  0.10
H -1.66986 -1.92095 3.85638  0.02
H -2.07230 3.17201 1.87653  0.09
H -0.84176 3.57298 3.97691  0.10
H 2.74149 -0.06063 -1.81759  -0.06
H -1.54955 -2.37293 -1.43431  0.10
H -2.52014 -5.25394 1.48799  0.02
H -3.17970 -3.73099 2.10500  0.02
H -0.97608 5.83466 -0.45872  0.10
H 2.58541 -0.78176 -3.75670  0.11
H -2.59648 5.75253 -4.43862  0.12
H 0.24493 -6.26768 2.87814  0.02
H 3.39360 -2.27849 -3.25942  0.13
H 0.24716 3.69802 -0.89346  0.09
H 1.80996 -3.44442 -4.79893  0.12

Atomic forces in eV per Å
Br -0.2 0.0 0.1
Se 0.1 0.2 -0.3
Ca -0.1 -0.5 0.1
S -0.1 0.2 0.2
S 0.0 0.1 0.1
Si 0.0 0.1 0.0
O 0.0 0.0 -0.1
O -0.2 0.0 -0.1
O 0.0 0.0 -0.1
N -0.2 -0.4 -0.3
N 0.1 -0.1 0.2
C 0.0 0.0 0.0
C 0.1 -0.1 0.1
C 0.1 -0.1 0.1
C 0.0 0.0 -0.1
C 0.0 0.0 -0.1
C 0.0 0.0 0.0
C 0.0 -0.1 0.0
C 0.0 0.0 0.0
C 0.0 -0.1 -0.1
C 0.0 0.1 0.1
C 0.0 0.0 0.1
C 0.2 0.2 0.0
C 0.0 0.0 -0.1
C 0.0 0.1 0.1
C 0.0 0.0 0.0
C -0.1 0.0 -0.2
C 0.0 0.0 0.0
C -0.1 0.1 0.2
C -0.2 -0.1 0.0
C 0.1 0.4 0.4
C 0.0 0.1 0.1
C 0.0 0.0 0.1
C 0.0 0.0 0.0
C -0.1 0.0 0.0
C 0.0 0.0 0.0
C 0.0 0.0 0.2
H 0.0 0.0 0.0
H 0.0 0.1 -0.1
H 0.0 0.0 0.0
H 0.0 0.0 0.0
H 0.0 0.0 0.0
H 0.0 0.0 0.0
H 0.1 0.0 -0.1
H 0.0 0.0 0.0
H 0.0 0.1 0.0
H -0.1 0.0 0.0
H 0.0 0.0 0.0
H 0.0 0.0 0.0
H 0.1 0.0 0.0
H 0.0 0.0 0.0
H 0.0 0.0 0.0
H 0.3 -0.1 -0.3
H 0.0 0.0 0.0
H 0.0 0.0 0.1
H 0.0 -0.1 0.0
H 0.0 0.0 0.0
H 0.0 0.1 0.0
H 0.0 0.0 0.0
H 0.0 0.0 0.1
H 0.1 -0.1 0.0
H 0.0 0.0 0.0
H 0.0 0.0 0.0

Calculated values
total charge = -1
Kohn-Sham gap = 7.438 eV
HOMO = -5.0245 eV
2S+1 = 1

***

3.
Density functional theory data (wB97M-V/def2-TZVPD) for a cluster of 2 separate species, C3H11NSi in total in a non-equilibrium geometry.

Last column: Löwdin charge in e.
Geometry (Å):
Si -1.70690 0.77357 1.07991  0.63
N -0.10882 -0.77907 -1.19967  -0.13
C 0.60777 -1.70582 -0.50107  -0.26
C -0.29396 1.32509 2.20778  -0.36
C 0.52161 0.18167 -2.12307  -0.16
H -0.20746 0.56642 -2.84906  0.06
H 0.72007 1.30913 1.70260  0.02
H 1.59955 -1.35190 0.02634  0.11
H -2.03888 -0.62369 1.29603  -0.13
H -0.35346 2.24650 2.66173  -0.04
H -2.14019 1.38591 -0.24199  -0.12
H 0.72791 1.06205 -1.42919  0.08
H 0.06410 -2.40084 0.18781  0.08
H -0.07182 0.56234 3.01170  0.04
H 1.50710 -0.16503 -2.68315  0.11
H 1.17338 -2.38633 -1.14671  0.07

Atomic forces in eV per Å
Si -0.5 0.5 0.1
N -1.5 1.5 -1.4
C 3.4 -1.4 1.5
C 2.2 -2.9 -1.1
C 1.4 -0.3 1.1
H 0.1 -0.4 0.2
H -1.0 0.2 0.0
H -1.7 0.1 -0.3
H 0.0 -0.4 -0.2
H -0.5 2.1 0.9
H 0.6 -0.2 0.7
H 0.3 -0.8 -1.0
H 0.0 1.1 -0.4
H -0.9 0.6 -0.7
H -1.8 0.6 1.3
H -0.2 -0.3 -0.8

Calculated values
Kohn-Sham gap (alpha / beta) = 9.275 / 6.234 eV
HOMO (alpha / beta) = -8.9522 / -6.4193 eV
2S+1 = 1

***

4.
Density functional theory data (wB97M-V/def2-TZVPD) for the molecule C4H11NS in a non-equilibrium geometry.

Last column: Löwdin charge in e.
Geometry (Å):
S 2.36422 0.66797 0.32017  0.65
N -1.66648 -0.69803 1.36462  -0.01
C 1.30613 -0.67640 -0.43144  -0.57
C -1.03033 0.65046 0.88645  -0.29
C -0.81898 0.95077 -0.54101  -0.25
C 0.17833 0.00938 -1.26210  -0.29
H 0.84525 -1.38944 0.24813  0.04
H -1.70919 1.43596 1.23722  0.10
H -1.79973 0.85260 -1.03138  0.11
H -1.18070 -1.11964 2.12592  0.04
H 3.43002 -0.24118 0.60315  -0.10
H -1.78053 -1.23977 0.48932  0.06
H 2.06153 -1.45224 -0.87846  0.10
H 0.84166 0.41113 -2.10999  0.11
H -0.50387 -0.71399 -1.78529  0.11
H -0.04952 0.53332 1.36215  0.05
H -0.48781 2.01909 -0.59745  0.12

Atomic forces in eV per Å
S 1.0 -2.2 0.2
N -0.8 2.0 -3.4
C 0.5 -1.3 0.1
C -0.2 -1.9 2.9
C 0.6 0.1 -1.3
C 1.3 -1.0 -2.3
H -0.1 0.6 1.1
H 0.6 0.0 0.6
H 0.4 0.3 -0.3
H 0.6 -0.5 -0.1
H -1.3 1.4 -0.3
H 0.2 -0.3 1.5
H -1.5 2.0 -0.4
H -1.7 0.4 0.9
H 1.1 0.0 0.5
H -0.3 1.3 0.3
H -0.3 -0.8 0.0

Calculated values
structure (SMILES) = NCCCCS
Kohn-Sham gap = 9.484 eV
HOMO = -8.8099 eV
2S+1 = 1

***

5.
Density functional theory data (wB97M-V/def2-TZVPD) for the ion C3HN2OS with charge +1 in a non-equilibrium geometry.

Last column: Löwdin charge in e.
Geometry (Å):
S 3.05962 0.44988 0.10555  1.13
O -1.43762 -1.42536 0.17590  0.27
N 1.72452 -3.10554 0.00597  0.28
N 0.40353 -0.16075 -0.15893  0.10
C -0.29308 -1.54864 0.05596  -0.30
C 1.59995 0.27091 -0.22089  -0.59
C 0.74430 -2.52702 -0.07289  -0.07
H -0.43755 0.41875 -0.23112  0.18

Atomic forces in eV per Å
S 0.0 0.3 -0.7
O -0.8 -1.1 0.4
N 0.8 -0.5 -0.2
N -1.4 0.4 -0.5
C 1.7 1.5 -0.9
C 0.2 -1.1 1.5
C -1.0 -0.2 0.6
H 0.6 0.7 -0.2

Calculated values
total charge = +1
Kohn-Sham gap = 9.650 eV
HOMO = -16.6350 eV
2S+1 = 1

***

6.
Density functional theory data (wB97M-V/def2-TZVPD) for a structure of composition H18NO12Zn in a non-equilibrium geometry.

Last column: Löwdin charge in e.
Geometry (Å):
Zn -2.50455 0.91049 0.77732  1.03
O -1.89433 -2.28372 -1.66651  0.00
O 1.88141 2.81221 1.37833  -0.05
O -1.04872 -0.36036 1.50864  0.00
O -0.57999 -0.10981 -2.39047  0.00
O 1.24035 -2.49998 -2.47434  -0.03
O 0.82302 0.65454 -0.92619  0.01
O 1.19294 -2.11042 0.36033  -0.02
O -1.53023 2.47091 1.78417  0.00
O 3.15530 0.13222 -0.10981  -0.03
O -3.49360 -0.32207 -0.56524  -0.03
O 1.55940 0.16515 2.27618  -0.03
O -1.18241 1.24777 -0.83982  -0.12
N -0.24419 0.75164 -1.52395  -0.43
H -1.67821 3.41227 1.91153  0.11
H 0.65238 -1.80461 -2.63580  -0.05
H 3.88624 -0.01230 -0.69250  0.06
H 1.36779 -1.46789 -0.28202  -0.04
H -4.21304 -0.36664 -1.28014  0.16
H 2.20254 0.08900 1.57398  0.00
H -3.06671 -1.12720 -0.79174  0.00
H -1.60757 -1.56904 -2.20795  -0.01
H 1.94304 -2.05237 0.94374  0.04
H 1.75206 3.68764 1.76447  0.06
H 2.56567 0.70238 -0.59158  0.00
H 1.33352 1.07322 2.23167  -0.02
H 0.70541 -3.26249 -2.17054  0.06
H -2.23165 -2.87726 -2.30662  0.06
H -1.05934 2.22684 2.58969  0.10
H 1.15528 2.65573 0.72241  0.05
H -0.91107 -0.45689 2.45250  0.10
H -0.17075 -0.30894 1.18027  0.01

Atomic forces in eV per Å
Zn 2.0 -0.8 -1.7
O -0.6 0.0 1.5
O -1.2 -0.3 -0.5
O -3.1 0.4 0.8
O 1.1 2.6 -0.6
O 1.1 -2.3 0.4
O 1.0 1.5 -1.3
O -1.2 -1.3 1.6
O -0.4 -0.2 0.3
O 0.0 -0.2 0.9
O -2.9 1.6 -0.6
O -0.8 -1.4 0.5
O -1.6 2.6 -0.1
N -1.7 -5.9 2.4
H -0.4 0.4 -0.4
H -1.4 1.6 -0.4
H 0.8 -0.3 -0.4
H 0.7 1.3 -1.9
H 1.1 1.0 1.7
H 0.8 -0.2 -0.6
H 2.1 -2.2 -0.2
H 0.8 1.4 -0.6
H 0.4 -0.1 0.4
H 0.0 -0.1 -0.3
H -0.2 0.3 -0.4
H 0.2 1.7 0.1
H 0.5 0.8 -0.1
H -0.7 -1.5 -0.8
H 0.2 -0.4 0.1
H 1.0 0.5 0.6
H 0.1 -0.4 0.4
H 2.4 -0.1 -1.0

Calculated values
total charge = +1
Kohn-Sham gap = 7.022 eV
HOMO = -12.8135 eV
2S+1 = 1

***

Looking at E for the records above, in order, we have -1830.22190 -8080.73667 -464.95854 -611.87960 -697.48413 -2747.37376 hartree.
Looking at ΔE to the lowest compared entry with this formula, charge and spin for the records above, in order, we have 0.00 0.00 114.82 39.23 10.06 27.03 kcal per mole.